Formula: C46H121N3O16
Source: OMol25
Level of theory: the ωB97M-V functional and the def2-TZVPD basis

Structure (ORCA input):
```
! wB97M-V def2-TZVPD RIJCOSX def2/J DEFGRID3
* xyz 0 1
C 1.930 -10.088 6.783
H 0.762 -12.076 4.937
H 9.579 7.674 -0.286
H -0.136 12.727 -3.934
H -3.294 -10.560 4.632
H -2.764 -8.373 4.880
H 9.668 3.918 7.294
O 1.119 -9.579 -3.585
H -5.417 0.220 -8.165
H 1.499 4.686 6.870
O 4.174 -3.556 -9.604
H -2.049 -7.644 6.242
H 7.170 10.037 -10.699
C 3.371 2.434 -4.074
H 6.199 -3.557 4.059
H 0.249 2.734 -3.798
C -1.872 -9.887 6.087
C 2.918 -9.332 -1.985
H 8.202 -3.896 -4.989
H 1.920 -9.513 7.709
H 4.890 2.569 -1.816
H 2.886 4.515 4.881
H 8.271 3.681 4.844
O -6.870 10.244 -2.468
O 9.481 9.788 0.062
C 1.391 -9.352 -2.208
H 4.408 4.121 -2.155
H -5.341 -4.662 -0.841
H 6.872 11.310 -8.824
C -5.093 -5.197 -1.758
H -7.855 1.912 5.319
C 3.165 10.783 2.754
C 7.417 -4.566 -4.638
H 0.546 -7.981 6.418
H 8.606 9.828 0.454
O 3.901 11.126 1.603
H -6.095 0.013 4.612
H 1.239 11.959 -3.260
H 0.279 13.094 -2.181
H -6.965 7.879 -4.750
H 0.489 -10.745 3.795
H 3.417 -10.249 -2.299
H 1.526 -8.193 4.967
H 3.667 -0.069 -2.702
H 2.351 10.158 2.387
H 6.086 -0.543 2.268
C -9.148 1.065 1.008
C 10.130 8.485 0.191
H -0.068 0.029 -3.676
C -11.097 1.208 2.569
O 8.689 4.295 5.452
C 1.231 0.615 -2.061
H 2.873 -6.671 -10.306
C 3.560 -5.960 -9.847
C 0.340 2.929 -2.729
H 3.424 -8.524 -2.514
H 2.614 2.085 -4.776
H 1.814 14.304 -2.645
H 4.508 -6.064 -10.375
H -0.745 -8.715 3.689
H 1.209 -1.167 -3.273
C 3.176 -4.526 -9.957
C 0.600 -8.493 5.457
H 7.505 -5.499 -5.194
H -2.628 -9.696 8.199
H 1.583 0.242 -4.216
C -2.330 -10.865 5.038
O -0.569 -11.486 7.337
H -12.047 1.187 2.036
H -6.539 10.220 -1.568
H -9.336 1.119 5.469
H 0.893 -10.109 -1.602
H -7.495 -0.638 5.390
C -8.081 0.535 3.656
H 1.885 4.416 -2.988
H 2.356 -4.435 -9.244
H -1.688 -10.853 4.157
H -5.817 8.642 -2.553
C -7.313 1.302 2.577
H 1.604 -1.292 -0.991
H 2.795 11.736 3.132
C -1.865 -8.415 5.494
H -6.610 0.610 2.111
H 5.181 8.965 -7.933
H -7.615 8.441 -2.409
C 0.952 -11.021 4.742
C -6.987 8.935 -4.482
N -9.030 -0.322 2.971
H 0.209 -9.847 -3.730
C -8.187 2.056 1.610
H 6.735 9.315 -7.190
C 1.968 4.049 4.522
H -0.007 -0.644 -0.636
C 0.193 1.689 -1.817
H -6.177 9.481 -4.965
H 5.314 10.476 -7.049
H -11.415 -1.326 1.859
H -10.005 -1.629 0.853
H 3.724 -6.174 -8.791
H 4.725 -3.444 -10.382
H 6.238 -1.236 4.994
H 2.046 -11.115 7.130
H -8.716 2.896 2.059
H 4.924 -1.342 3.999
H -4.021 1.360 -6.650
H 3.663 10.288 3.588
O 1.547 13.906 -3.477
C 1.023 -0.377 -0.874
C 0.973 -0.108 -3.383
C 0.667 -10.030 5.912
O -5.713 0.233 -7.252
H -5.505 2.268 -6.983
H -4.061 -4.989 -2.040
C -7.060 -0.450 4.408
C 5.867 9.769 -7.668
H 3.713 3.378 -0.726
H 7.905 3.684 7.254
H -9.346 -2.084 3.429
H -2.357 -11.870 5.458
H -9.133 2.341 4.261
H 2.006 -11.048 4.466
C 1.136 3.360 5.607
C -8.643 1.475 4.706
O 6.814 9.602 -9.920
H 0.264 2.850 5.199
H -0.449 3.657 -2.543
H 4.263 1.821 -4.205
H -6.668 2.019 3.085
H 3.765 3.395 -4.408
H 1.463 0.046 0.028
C -9.993 0.281 1.984
C 2.955 2.521 -2.612
H 2.852 -9.857 6.249
H 6.169 -3.696 -5.795
H -5.715 -4.732 -2.523
H -3.474 -10.858 7.281
H 11.118 8.594 -0.255
H -5.363 1.290 -5.524
C 8.824 3.624 6.671
N 2.571 1.260 -1.975
C -6.796 8.933 -2.933
H -11.417 1.058 3.600
O -9.664 -1.248 3.777
H -0.815 1.289 -1.924
H -7.953 9.371 -4.737
H 1.341 4.772 4.000
H 3.549 11.949 1.255
H 10.208 8.168 1.231
C -2.991 -9.886 7.189
C 0.641 12.867 -3.183
H 6.055 -2.966 2.418
H -8.513 0.344 0.493
H 7.520 -2.717 3.367
C 6.012 -1.382 3.938
H 2.328 3.251 3.873
H 1.696 2.643 6.209
C 6.188 10.478 -8.989
H 1.659 3.956 -1.354
H 3.168 -9.220 -0.930
H -0.603 -7.110 4.260
C 3.996 3.191 -1.762
O 0.693 4.444 6.409
C 1.746 3.537 -2.357
H -9.782 1.599 0.301
H -10.703 2.222 2.634
H -6.853 -1.403 3.922
C -0.604 -8.144 4.606
H 9.049 2.567 6.525
O 6.226 -3.985 -4.881
O 3.635 0.289 -1.812
N -0.590 -10.259 6.652
C 6.431 -2.712 3.410
H 0.256 1.933 -0.757
H 2.791 -4.272 -10.945
O -5.370 -6.528 -1.578
H 5.270 10.905 -9.392
C -10.695 -0.856 1.189
H -0.818 -11.234 8.229
C -5.109 1.334 -6.583
H 0.985 -8.350 -2.066
H -11.271 -0.469 0.349
H -5.020 -7.019 -2.324
H -3.794 -9.203 6.913
H 7.565 -4.810 -3.586
O 6.509 -0.371 3.113
H -7.592 2.508 0.817
*
```

Output
Energy relative to the best compared isomer or geometry (same formula, charge and spin)   263.19 kJ/mol
Calculated total energy   -3192.85153 a.u.
Largest force on an atom   0.0611 Eh/bohr